The following is a DFT calculation (the ωB97M-V functional and the def2-TZVPD basis) of the molecule C19H21N3O2.

Element x y z (Å)
C (-1.473973, 0.702556, 1.285227)
C (-1.644211, 1.343528, -0.048529)
N (-1.856286, 0.764850, -1.159573)
N (-2.011394, -0.602718, -1.242676)
C (-2.832119, -1.390150, -0.494743)
O (-3.547887, -0.987449, 0.392898)
C (-2.749903, -2.867852, -0.904266)
N (-1.382925, -3.322097, -1.009368)
C (-0.759601, -3.977443, 0.005827)
O (-1.341106, -4.469582, 0.941901)
C (0.759078, -4.001272, -0.162313)
C (1.241932, -2.599268, 0.091788)
C (1.370334, -2.139207, 1.397157)
C (1.744536, -0.831200, 1.647638)
C (1.985641, 0.038923, 0.597212)
C (1.856700, -0.409327, -0.705374)
C (1.487805, -1.719670, -0.956021)
H (1.411051, -2.064504, -1.979620)
H (2.042955, 0.265652, -1.527005)
H (2.269006, 1.062031, 0.790032)
H (1.841620, -0.487264, 2.666690)
H (1.166777, -2.812888, 2.216254)
H (1.020619, -4.333853, -1.167593)
H (1.172254, -4.694238, 0.569806)
H (-0.796267, -2.869330, -1.693265)
H (-3.273394, -3.020615, -1.853690)
H (-3.234354, -3.459761, -0.124747)
H (-1.725588, -0.937135, -2.153523)
C (-1.496872, 2.839373, -0.115358)
C (-0.032912, 3.190791, -0.042505)
C (0.772097, 3.003982, -1.159517)
C (2.121311, 3.302441, -1.111955)
C (2.685055, 3.785545, 0.058081)
C (1.890704, 3.971087, 1.176048)
C (0.538608, 3.674714, 1.125591)
H (-0.075634, 3.832656, 2.001143)
H (2.323890, 4.348743, 2.090831)
H (3.739283, 4.016932, 0.097190)
H (2.737929, 3.159646, -1.987680)
H (0.326986, 2.621931, -2.066489)
H (-2.037296, 3.292260, 0.716635)
H (-1.914478, 3.193582, -1.058059)
H (-0.915873, -0.229277, 1.189979)
H (-0.952521, 1.367609, 1.967730)
H (-2.451574, 0.447269, 1.698212)

Atomic forces in eV per Å
-0.09 -0.21 0.01
-0.24 -0.29 0.29
-0.26 0.47 -0.70
0.59 0.08 0.07
-0.17 -0.37 -0.08
-0.15 0.02 0.07
-0.14 -0.01 0.20
-0.20 0.07 -0.46
0.46 -0.23 -0.34
-0.17 -0.08 0.38
-0.20 0.00 0.24
0.21 0.06 -0.05
0.01 -0.04 -0.03
0.03 0.02 0.04
0.02 0.07 0.02
-0.02 0.07 -0.05
0.06 -0.06 0.06
0.00 -0.06 -0.10
0.02 0.07 -0.08
0.02 0.14 0.01
0.01 0.03 0.10
-0.02 -0.09 0.10
0.02 -0.01 0.00
-0.08 -0.02 -0.08
0.02 -0.11 0.17
-0.01 0.01 0.10
0.00 0.16 -0.16
-0.13 0.04 0.24
0.09 -0.02 -0.17
-0.06 0.14 0.10
0.00 0.02 0.01
0.04 -0.02 -0.07
0.11 0.02 0.04
0.10 0.01 0.09
0.00 0.01 -0.02
-0.09 0.01 0.07
0.04 0.04 0.07
0.08 0.03 0.00
0.04 -0.01 -0.08
-0.05 -0.05 -0.12
-0.03 0.04 -0.01
-0.06 -0.01 0.09
0.01 -0.04 0.03
0.12 0.04 0.02
0.04 0.05 0.01

As for the LUMO energy: 0.55 eV. Its highest occupied orbital energy is -8.991 eV. The energy above the lowest of the compared OMol25 structures with the same formula, charge and spin comes out at 36.0 kcal/mol. As for the largest force on an atom: 0.89 eV/A. Its spin multiplicity is 1. The SMILES is C/C(Cc1ccccc1)=N\NC(=O)CNC(=O)Cc1ccccc1. For the frontier orbital gap, the calculation gives 0.35057 Ha. The net charge is 0.

The following is a DFT calculation (the ωB97M-V functional and the def2-TZVPD basis) of the molecule C19H21N3O3S in a non-equilibrium geometry.

Element x y z (Å)
C (-3.986795, -0.816918, 0.474699)
C (-2.897585, -0.559176, -0.515899)
C (-1.583239, -0.859928, -0.306933)
S (-0.595813, -0.413928, -1.658241)
C (-1.969609, 0.167738, -2.508209)
C (-3.108839, 0.032926, -1.787504)
H (-4.076986, 0.340833, -2.141231)
H (-1.844297, 0.575495, -3.491221)
C (-0.951366, -1.460825, 0.906110)
N (0.252539, -2.194517, 0.568552)
C (1.446198, -1.698424, 0.967926)
O (1.532913, -0.691064, 1.644792)
C (2.694917, -2.423709, 0.490866)
C (3.148343, -1.796044, -0.839702)
C (3.350832, -0.339350, -0.653094)
N (4.349989, 0.254052, -0.091115)
N (4.078137, 1.574375, -0.091698)
C (2.926377, 1.720704, -0.660772)
O (2.407403, 0.541976, -1.053573)
C (2.241951, 3.017551, -0.941207)
O (0.858530, 2.915533, -1.138000)
C (0.059067, 2.607325, -0.066746)
C (0.518779, 2.228610, 1.186612)
C (-0.393236, 1.935752, 2.187543)
C (-1.753398, 2.021542, 1.954423)
C (-2.209867, 2.405243, 0.702985)
C (-1.312169, 2.698696, -0.301935)
H (-1.647138, 2.997657, -1.282805)
H (-3.269566, 2.479504, 0.508792)
H (-2.455125, 1.794439, 2.743595)
H (-0.022768, 1.631501, 3.154543)
H (1.571797, 2.135273, 1.398412)
H (2.631523, 3.421424, -1.883656)
H (2.494935, 3.718064, -0.133983)
H (2.394556, -1.939830, -1.615631)
H (4.091122, -2.246677, -1.151755)
H (3.474149, -2.248574, 1.233970)
H (2.541743, -3.494019, 0.372831)
C (0.077251, -3.409828, -0.194043)
H (0.691345, -3.417200, -1.094364)
H (0.314462, -4.291554, 0.408494)
H (-0.964314, -3.473868, -0.502256)
H (-1.662788, -2.123524, 1.412434)
H (-0.653649, -0.667768, 1.602641)
H (-3.792122, -0.280329, 1.401804)
H (-4.942564, -0.489683, 0.074734)
H (-4.055617, -1.879477, 0.708829)

Atomic forces in eV per Å
0.11 -0.01 0.01
0.23 -0.17 0.05
0.10 0.04 -0.35
-0.63 -0.01 0.14
0.38 -0.11 0.03
0.06 0.05 -0.10
-0.19 0.07 -0.09
-0.03 0.10 -0.22
-0.02 0.33 0.31
-0.38 0.03 -0.03
0.29 -0.39 0.16
0.23 0.28 0.16
-0.05 0.13 0.03
-0.14 0.01 0.14
0.63 0.19 0.03
0.15 -1.50 -0.17
-0.65 1.42 -0.06
0.54 -0.01 0.30
-0.14 0.07 -0.15
0.12 0.20 -0.17
-0.22 -0.13 0.00
-0.25 0.08 0.18
0.24 0.11 -0.26
-0.17 0.04 0.05
0.01 -0.05 0.22
0.08 0.06 -0.11
0.16 0.07 -0.09
-0.04 0.02 -0.10
-0.10 0.00 -0.04
-0.06 -0.01 0.08
0.04 -0.05 0.08
0.11 -0.03 0.01
-0.05 -0.03 0.21
-0.01 -0.14 -0.11
0.07 -0.08 -0.05
-0.09 0.05 -0.07
-0.12 -0.04 -0.01
0.02 -0.03 0.00
0.17 -0.31 -0.01
-0.04 -0.05 -0.04
-0.03 -0.02 -0.08
0.04 0.01 -0.04
0.04 0.04 -0.03
-0.13 -0.22 -0.08
-0.08 0.04 0.12
-0.11 0.00 0.05
-0.08 -0.05 0.07

As for the LUMO energy: 0.54 eV. Its highest occupied orbital energy is -8.448 eV. The energy above the lowest of the compared OMol25 structures with the same formula, charge and spin comes out at 69.3 kcal/mol. As for the largest force on an atom: 1.56 eV/A. Its spin multiplicity is 1. The SMILES is Cc1ccsc1CN(C)C(=O)CCc1nnc(COc2ccccc2)o1. For the frontier orbital gap, the calculation gives 0.33024 Ha. The net charge is 0.